Formula: C19H27BrCl8O7S
Source: the Open Molecules 2025 dataset
Level of theory: ωB97M-V/def2-TZVPD

The geometry in XYZ format:
```
63
Properties=species:S:1:pos:R:3:mulliken_charge:R:1
O 2.72 -3.92 -0.02 -0.485
C 2.77 -2.99 -0.85 0.255
O 4.03 -2.38 -1.12 -0.363
C 3.89 -0.91 -1.09 0.231
C 4.55 -0.27 0.21 -0.532
C 4.09 1.23 0.55 -0.638
C 3.10 1.90 -0.52 -0.388
C 1.54 1.59 -0.24 0.531
C 0.55 2.29 -0.99 -0.626
C -1.01 1.96 -0.74 0.086
O -1.83 2.15 -1.66 -0.577
C -1.48 1.43 0.71 0.114
C -2.97 1.63 1.27 -0.866
C -3.64 0.17 1.45 -0.561
C -5.06 -0.02 0.71 -0.582
C -5.03 -1.50 0.04 -0.836
S -4.58 -1.39 -1.76 1.120
O -4.80 -2.71 -2.48 -0.645
O -3.14 -0.98 -1.99 -0.453
O -5.70 -0.29 -2.42 -0.464
C -0.46 0.77 1.45 0.325
Br -0.75 0.08 3.27 -0.049
C 1.01 0.56 0.82 0.400
O 1.61 -0.47 1.21 -0.566
H 1.80 -2.71 -1.38 0.346
H 4.44 -0.51 -2.01 -0.078
H 2.76 -0.72 -1.17 0.128
H 5.69 -0.36 0.11 0.370
H 4.26 -0.92 1.11 0.129
H 5.03 1.88 0.65 0.399
H 3.61 1.21 1.58 0.253
H 3.40 1.73 -1.61 -0.027
H 3.20 3.04 -0.37 0.471
H 0.80 3.08 -1.76 0.411
H -2.85 2.18 2.27 0.272
H -3.63 2.26 0.58 0.369
H -3.81 -0.02 2.56 0.316
H -2.88 -0.59 1.08 0.440
H -5.32 0.79 -0.04 0.411
H -5.88 -0.04 1.52 0.331
H -4.24 -2.17 0.54 0.392
H -6.02 -2.05 0.17 0.386
H -5.28 0.19 -3.19 0.293
C 1.28 0.65 6.67 -0.192
Cl 0.97 2.39 6.51 -0.163
Cl -0.21 -0.24 6.99 -0.117
H 1.72 0.29 5.74 0.128
H 1.98 0.49 7.49 0.349
C -1.84 -0.14 -5.24 -0.295
Cl -3.29 0.71 -4.72 -0.167
Cl -0.45 0.94 -5.24 -0.104
H -1.65 -0.96 -4.55 0.180
H -1.99 -0.53 -6.25 0.381
C 0.27 -3.17 4.60 0.332
Cl 1.61 -3.21 5.75 -0.161
Cl -1.26 -2.80 5.40 -0.153
H 0.48 -2.40 3.85 -0.341
H 0.19 -4.14 4.11 0.326
C 3.58 1.53 -5.64 -0.385
Cl 3.93 0.81 -4.07 -0.117
Cl 2.55 2.95 -5.46 -0.150
H 4.52 1.83 -6.12 0.340
H 3.07 0.80 -6.26 0.269
```

Charge: 0
Highest occupied orbital energy, eV: -9.8
SMILES: O=COCCCCC1=CC(=O)C(CCCCS(=O)(=O)O)=C(Br)C1=O.ClCCl.ClCCl.ClCCl.ClCCl

Formula: C19H27BrN2O8S
Source: the Open Molecules 2025 dataset
Level of theory: ωB97M-V/def2-TZVPD

The geometry in XYZ format:
```
58
Properties=species:S:1:pos:R:3:mulliken_charge:R:1
C 3.37 2.76 0.71 -0.909
C 3.59 2.65 -0.91 -0.155
Br 2.61 4.13 -1.90 -0.157
C 3.30 1.15 -1.54 -0.791
C 2.55 0.14 -0.47 0.257
C 0.98 0.24 0.01 0.756
C 0.06 1.43 -0.63 0.129
C -1.57 1.25 -0.34 0.228
O -2.32 2.30 0.08 -0.590
O -2.22 -0.05 -0.59 -0.434
C 0.41 -0.82 1.13 -0.543
C 1.31 -2.03 1.83 -0.447
C 2.90 -2.16 1.31 0.316
N 3.91 -3.20 1.82 -0.339
S 5.34 -2.73 0.88 0.137
N 4.93 -1.37 -0.13 -0.490
C 3.47 -1.07 0.18 0.082
H 2.32 2.44 1.10 0.227
H 4.18 2.16 1.34 0.274
H 3.48 3.92 0.98 0.333
H 4.75 2.88 -1.10 0.384
H 4.37 0.68 -1.79 0.314
H 2.74 1.20 -2.59 0.319
H 0.43 2.53 -0.36 0.144
H 0.17 1.33 -1.82 0.293
H -2.63 -0.43 0.25 0.359
H -0.70 -0.74 1.47 0.043
H 0.87 -2.75 2.64 0.257
C -3.97 4.43 -0.88 -0.953
C -4.84 4.64 -2.11 -0.245
O -4.86 6.02 -2.49 -0.335
C -3.76 6.47 -3.14 0.757
O -2.78 5.80 -3.43 -0.559
O -3.92 7.79 -3.39 -0.323
C -2.78 8.41 -3.99 -0.618
H -4.29 5.09 -0.06 0.295
H -4.03 3.39 -0.53 0.333
H -2.92 4.66 -1.09 0.287
H -5.87 4.36 -1.87 0.310
H -4.52 4.01 -2.94 0.295
H -2.46 7.87 -4.89 0.286
H -1.96 8.46 -3.26 0.286
H -3.06 9.42 -4.27 0.222
C -1.23 -8.15 0.93 -1.076
C -0.94 -8.54 2.37 -0.159
O 0.40 -8.19 2.74 -0.362
C 0.60 -6.88 3.01 0.731
O -0.24 -6.00 2.99 -0.573
O 1.92 -6.71 3.30 -0.352
C 2.29 -5.35 3.51 -0.464
H -0.48 -8.57 0.26 0.288
H -2.22 -8.50 0.63 0.351
H -1.20 -7.06 0.81 0.304
H -1.02 -9.63 2.47 0.286
H -1.67 -8.10 3.07 0.298
H 1.66 -4.87 4.27 0.292
H 2.24 -4.80 2.57 0.149
H 3.33 -5.33 3.87 0.249
```

Charge: 0
Highest occupied orbital energy, eV: -8.7
SMILES: C[C@H](Br)Cc1c(CC(=O)O)ccc2nsnc12.CCOC(=O)OC.CCOC(=O)OC

Formula: C19H27BrN4O2Pd
Source: the Open Molecules 2025 dataset
Level of theory: ωB97M-V/def2-TZVPD

The geometry in XYZ format:
```
54
Properties=species:S:1:pos:R:3:mulliken_charge:R:1
Pd 0.71 0.03 0.23 0.876
C -1.74 3.43 -1.56 -1.417
C -0.54 2.75 -0.96 1.001
O -0.66 1.53 -0.71 -0.709
C 0.65 3.51 -0.73 -0.008
C 0.73 4.86 -1.13 -0.611
C 1.86 5.60 -0.93 -0.927
C 2.97 5.01 -0.30 -0.448
C 2.92 3.70 0.11 -0.721
C 1.76 2.91 -0.07 0.690
O 1.81 1.70 0.40 -0.503
H -2.56 2.72 -1.66 0.240
H -1.50 3.83 -2.54 0.403
H -2.06 4.26 -0.92 0.410
H -0.11 5.34 -1.62 0.376
H 1.90 6.63 -1.25 0.420
H 3.87 5.58 -0.14 0.412
H 3.76 3.23 0.60 0.458
N -2.41 -3.03 -1.80 -0.645
C -3.09 -3.31 -0.51 0.164
C -4.00 -2.13 -0.16 -1.269
C -3.21 -0.85 0.15 0.029
N -2.50 -0.38 -1.10 0.223
C -2.23 -1.11 1.30 -1.546
C -1.31 -2.32 1.11 0.448
N -0.13 -2.02 0.23 -0.569
C -2.09 -3.55 0.62 -1.387
H -3.09 -3.08 -2.56 0.272
H -1.73 -3.76 -2.01 0.233
H -2.24 -1.26 -1.65 0.560
H -3.70 -4.21 -0.59 0.382
H -4.57 -2.40 0.73 0.483
H -4.72 -1.95 -0.96 0.397
H -3.90 -0.06 0.43 0.433
H -1.66 0.18 -0.88 0.094
H -3.10 0.22 -1.67 0.468
H -2.84 -1.29 2.18 0.516
H -1.64 -0.21 1.51 0.466
H -0.89 -2.57 2.08 0.460
H -0.31 -2.36 -0.71 0.200
H 0.68 -2.54 0.56 0.496
H -2.66 -3.94 1.46 0.498
H -1.38 -4.34 0.35 0.379
Br 6.75 -2.11 2.43 -0.047
C 5.08 -1.59 1.76 0.304
C 4.84 -1.58 0.40 -0.684
C 3.59 -1.23 -0.05 -0.408
N 2.60 -0.91 0.78 0.034
C 2.83 -0.88 2.10 -0.184
C 4.06 -1.22 2.64 -0.666
H 5.62 -1.84 -0.31 0.462
H 3.36 -1.21 -1.11 0.511
H 2.02 -0.58 2.75 0.483
H 4.22 -1.20 3.70 0.470
```

Charge: +2
Highest occupied orbital energy, eV: -13.4

Formula: C19H27F3NO16S2
Source: the Open Molecules 2025 dataset
Level of theory: ωB97M-V/def2-TZVPD

The geometry in XYZ format:
```
68
Properties=species:S:1:pos:R:3:mulliken_charge:R:1
C 1.22 -2.18 -2.17 -0.378
C 0.59 -1.07 -2.98 -0.269
S -0.40 0.26 -2.07 1.021
O -0.13 0.18 -0.53 -0.601
O 0.14 1.64 -2.61 -0.716
N -2.13 0.19 -2.46 -0.508
S -2.88 -1.21 -1.74 0.984
O -2.92 -0.99 -0.18 -0.579
O -2.10 -2.55 -2.01 -0.546
C -4.64 -1.55 -2.40 0.465
F -4.48 -1.92 -3.83 -0.204
F -5.55 -0.40 -2.21 -0.196
F -5.08 -2.79 -1.69 -0.203
H 1.47 -1.98 -1.03 0.195
H 1.49 -3.22 -2.65 0.239
H 0.71 -1.10 -4.15 0.287
C -2.05 2.26 1.27 -1.339
C -1.44 2.22 2.66 0.529
C -2.41 1.78 3.72 -0.427
O -1.92 2.44 4.87 -0.340
C -1.27 3.56 4.44 0.562
O -0.90 4.47 5.16 -0.609
O -1.08 3.52 3.08 -0.319
H -1.28 2.47 0.53 0.317
H -2.53 1.31 1.01 0.309
H -2.79 3.06 1.19 0.375
H -0.54 1.59 2.66 0.226
H -2.41 0.70 3.87 0.309
H -3.44 2.12 3.54 0.307
C -4.39 -6.41 -4.19 -1.306
C -2.99 -6.96 -4.29 0.497
C -2.27 -7.03 -2.97 -0.404
O -0.91 -6.89 -3.35 -0.306
C -0.90 -6.18 -4.51 0.652
O 0.09 -5.69 -5.01 -0.571
O -2.16 -6.09 -5.05 -0.331
H -4.90 -6.49 -5.15 0.348
H -4.98 -6.95 -3.44 0.367
H -4.38 -5.34 -3.93 0.262
H -3.00 -7.94 -4.79 0.207
H -2.43 -7.98 -2.46 0.302
H -2.54 -6.21 -2.29 0.282
C 6.07 -2.32 -0.88 -1.401
C 5.87 -2.91 -2.26 0.479
C 6.20 -1.96 -3.37 -0.520
O 5.34 -2.39 -4.41 -0.325
C 4.26 -2.98 -3.81 0.647
O 3.23 -3.28 -4.39 -0.512
O 4.50 -3.19 -2.48 -0.287
H 5.93 -3.09 -0.11 0.348
H 7.08 -1.90 -0.76 0.369
H 5.33 -1.53 -0.67 0.348
H 6.43 -3.85 -2.36 0.247
H 7.24 -2.02 -3.67 0.310
H 5.96 -0.91 -3.13 0.313
C 0.99 6.47 6.34 -1.340
C 0.69 7.92 6.65 0.529
C 0.09 8.66 5.49 -0.418
O 0.52 9.99 5.71 -0.333
C 1.69 9.91 6.42 0.624
O 2.45 10.84 6.60 -0.570
O 1.89 8.64 6.89 -0.340
H 1.32 5.95 7.25 0.331
H 0.11 5.95 5.95 0.473
H 1.81 6.38 5.62 0.324
H 0.05 8.00 7.54 0.201
H -1.01 8.61 5.48 0.309
H 0.46 8.33 4.51 0.302
```

Charge: -1
Highest occupied orbital energy, eV: -6.3

Repeat the first record exactly.
Formula: C19H27BrCl8O7S
Source: the Open Molecules 2025 dataset
Level of theory: ωB97M-V/def2-TZVPD

The geometry in XYZ format:
```
63
Properties=species:S:1:pos:R:3:mulliken_charge:R:1
O 2.72 -3.92 -0.02 -0.485
C 2.77 -2.99 -0.85 0.255
O 4.03 -2.38 -1.12 -0.363
C 3.89 -0.91 -1.09 0.231
C 4.55 -0.27 0.21 -0.532
C 4.09 1.23 0.55 -0.638
C 3.10 1.90 -0.52 -0.388
C 1.54 1.59 -0.24 0.531
C 0.55 2.29 -0.99 -0.626
C -1.01 1.96 -0.74 0.086
O -1.83 2.15 -1.66 -0.577
C -1.48 1.43 0.71 0.114
C -2.97 1.63 1.27 -0.866
C -3.64 0.17 1.45 -0.561
C -5.06 -0.02 0.71 -0.582
C -5.03 -1.50 0.04 -0.836
S -4.58 -1.39 -1.76 1.120
O -4.80 -2.71 -2.48 -0.645
O -3.14 -0.98 -1.99 -0.453
O -5.70 -0.29 -2.42 -0.464
C -0.46 0.77 1.45 0.325
Br -0.75 0.08 3.27 -0.049
C 1.01 0.56 0.82 0.400
O 1.61 -0.47 1.21 -0.566
H 1.80 -2.71 -1.38 0.346
H 4.44 -0.51 -2.01 -0.078
H 2.76 -0.72 -1.17 0.128
H 5.69 -0.36 0.11 0.370
H 4.26 -0.92 1.11 0.129
H 5.03 1.88 0.65 0.399
H 3.61 1.21 1.58 0.253
H 3.40 1.73 -1.61 -0.027
H 3.20 3.04 -0.37 0.471
H 0.80 3.08 -1.76 0.411
H -2.85 2.18 2.27 0.272
H -3.63 2.26 0.58 0.369
H -3.81 -0.02 2.56 0.316
H -2.88 -0.59 1.08 0.440
H -5.32 0.79 -0.04 0.411
H -5.88 -0.04 1.52 0.331
H -4.24 -2.17 0.54 0.392
H -6.02 -2.05 0.17 0.386
H -5.28 0.19 -3.19 0.293
C 1.28 0.65 6.67 -0.192
Cl 0.97 2.39 6.51 -0.163
Cl -0.21 -0.24 6.99 -0.117
H 1.72 0.29 5.74 0.128
H 1.98 0.49 7.49 0.349
C -1.84 -0.14 -5.24 -0.295
Cl -3.29 0.71 -4.72 -0.167
Cl -0.45 0.94 -5.24 -0.104
H -1.65 -0.96 -4.55 0.180
H -1.99 -0.53 -6.25 0.381
C 0.27 -3.17 4.60 0.332
Cl 1.61 -3.21 5.75 -0.161
Cl -1.26 -2.80 5.40 -0.153
H 0.48 -2.40 3.85 -0.341
H 0.19 -4.14 4.11 0.326
C 3.58 1.53 -5.64 -0.385
Cl 3.93 0.81 -4.07 -0.117
Cl 2.55 2.95 -5.46 -0.150
H 4.52 1.83 -6.12 0.340
H 3.07 0.80 -6.26 0.269
```

Charge: 0
Highest occupied orbital energy, eV: -9.8
SMILES: O=COCCCCC1=CC(=O)C(CCCCS(=O)(=O)O)=C(Br)C1=O.ClCCl.ClCCl.ClCCl.ClCCl